(1)
{
  "formula": "C49H59BN7O2S4Sn",
  "method": "ωB97M-V with the def2-TZVPD basis set",
  "symbols": ["Sn", "S", "S", "S", "S", "O", "O", "N", "N", "N", "N", "N", "N", "N", "C", "C", "C", "C", "C", "C", "C", "C", "C", "C", "C", "C", "C", "C", "C", "C", "C", "C", "C", "C", "C", "C", "C", "C", "C", "C", "C", "C", "C", "C", "C", "C", "C", "C", "C", "C", "C", "C", "C", "C", "C", "C", "C", "C", "C", "C", "C", "C", "C", "B", "H", "H", "H", "H", "H", "H", "H", "H", "H", "H", "H", "H", "H", "H", "H", "H", "H", "H", "H", "H", "H", "H", "H", "H", "H", "H", "H", "H", "H", "H", "H", "H", "H", "H", "H", "H", "H", "H", "H", "H", "H", "H", "H", "H", "H", "H", "H", "H", "H", "H", "H", "H", "H", "H", "H", "H", "H", "H", "H"],
  "positions_angstrom": [[-1.643, -1.319, -1.404], [1.525, 2.832, 1.879], [-3.150, -3.118, 1.529], [0.355, 0.334, 1.977], [0.665, 2.158, -0.658], [-0.765, -1.114, -3.429], [-2.913, -1.906, 0.614], [1.230, -1.885, -4.195], [-0.291, 0.944, -0.446], [0.001, -2.650, -1.012], [1.605, 1.316, 2.271], [-0.768, -2.704, -5.054], [0.696, 3.174, 0.593], [0.165, -0.060, 0.486], [0.867, 4.559, 5.385], [5.539, 2.897, 1.855], [1.257, -4.022, -5.384], [1.134, -2.896, -0.917], [-1.050, 1.000, 2.814], [-0.678, 2.432, -2.984], [-0.972, 1.216, 4.187], [2.880, 0.555, -0.850], [-3.202, -4.561, 0.437], [-3.022, -5.105, -2.025], [-0.064, -3.594, -5.983], [1.654, -3.460, 3.994], [4.951, 1.307, -1.819], [-0.033, 4.494, -1.847], [3.072, 2.808, -1.763], [-0.109, -1.891, -4.220], [-1.205, 4.575, -3.944], [2.107, -2.238, 4.477], [-0.600, 5.226, -2.877], [4.198, 0.315, -1.207], [-3.215, 2.075, 4.112], [-2.192, 1.294, 2.078], [-2.068, 1.758, 4.833], [1.971, -0.933, -3.384], [5.776, 4.233, 1.562], [-0.366, 4.560, 2.870], [-7.296, -2.660, 1.776], [3.204, 3.325, 1.763], [3.417, 4.671, 1.470], [-3.817, -4.368, -0.952], [4.389, 2.548, -2.101], [-5.961, -2.951, 1.097], [-0.900, 5.304, 3.912], [0.784, 3.826, 3.120], [0.866, -1.142, 2.765], [1.417, 3.811, 4.361], [-0.287, 5.304, 5.157], [2.049, -2.790, -5.008], [4.239, 2.424, 1.960], [-4.836, -2.949, 2.119], [1.724, -1.061, 3.859], [-2.218, -2.685, -5.169], [-3.279, 1.841, 2.745], [0.395, -2.351, 2.272], [-1.245, 3.188, -3.997], [-0.088, 3.106, -1.921], [2.338, 1.807, -1.130], [4.720, 5.120, 1.368], [0.808, -3.516, 2.895], [2.644, -3.238, -0.744], [-6.007, -3.920, 0.600], [-4.069, 2.498, 4.624], [-4.959, -3.732, 2.873], [-3.682, -5.356, 1.011], [-1.718, 2.689, -4.832], [-3.496, -5.001, -3.001], [2.400, -2.257, -5.896], [2.292, -0.232, -0.398], [0.420, 4.992, -1.001], [2.324, 3.241, 4.522], [-1.998, -4.728, -2.096], [-4.849, -4.716, -0.951], [-8.107, -2.661, 1.050], [4.972, 3.311, -2.599], [-2.031, 1.924, 5.901], [-2.498, -2.500, -6.207], [0.079, -3.083, -6.940], [1.297, -0.186, -2.977], [-7.526, -3.411, 2.532], [-2.146, -4.836, 0.350], [-1.792, 5.892, 3.746], [2.110, -0.111, 4.200], [-3.872, -3.299, -1.181], [6.368, 2.220, 2.009], [4.916, 6.160, 1.149], [-4.794, -1.997, 2.657], [-0.685, 1.351, -3.037], [-2.957, -6.171, -1.807], [0.478, -4.472, 2.512], [2.775, -2.203, 5.326], [4.040, 1.386, 2.184], [2.923, -3.056, -4.413], [-0.706, 5.897, 5.960], [2.633, 3.767, -2.002], [-0.834, 4.547, 1.896], [1.079, -4.635, -4.498], [-7.285, -1.684, 2.264], [6.794, 4.593, 1.491], [-2.632, -3.650, -4.871], [2.489, -1.443, -2.569], [2.587, 5.355, 1.340], [-0.573, 6.307, -2.842], [-5.757, -2.200, 0.330], [5.978, 1.109, -2.095], [-1.651, 5.156, -4.741], [3.231, -2.191, -0.921], [-0.256, -2.380, 1.412], [-2.237, 1.094, 1.017], [1.820, -4.623, -6.096], [-0.085, 0.958, 4.750], [2.713, -0.434, -4.011], [4.624, -0.662, -1.016], [2.750, -3.641, 0.390], [2.915, -4.061, -1.580], [-4.180, 2.075, 2.195], [1.973, -4.375, 4.474], [1.342, 4.574, 6.356], [-2.640, -1.899, -4.553], [-0.710, -4.453, -6.163]],
  "fmax_ev_per_a": 0.533,
  "total_charge": 3,
  "de_lowest_kj_mol": 85.5,
  "homo_ev": -15.33,
  "orbital_gap_ev": 8.1
}



(2)
{
  "formula": "C49H62N6O3PSbTi",
  "method": "ωB97M-V with the def2-TZVPD basis set",
  "symbols": ["Sb", "Ti", "P", "O", "O", "O", "N", "N", "N", "N", "N", "N", "C", "C", "C", "C", "C", "C", "C", "C", "C", "C", "C", "C", "C", "C", "C", "C", "C", "C", "C", "C", "C", "C", "C", "C", "C", "C", "C", "C", "C", "C", "C", "C", "C", "C", "C", "C", "C", "C", "C", "C", "C", "C", "C", "C", "C", "C", "C", "C", "C", "H", "H", "H", "H", "H", "H", "H", "H", "H", "H", "H", "H", "H", "H", "H", "H", "H", "H", "H", "H", "H", "H", "H", "H", "H", "H", "H", "H", "H", "H", "H", "H", "H", "H", "H", "H", "H", "H", "H", "H", "H", "H", "H", "H", "H", "H", "H", "H", "H", "H", "H", "H", "H", "H", "H", "H", "H", "H", "H", "H", "H", "H"],
  "positions_angstrom": [[0.690, -3.143, 1.123], [-0.308, 1.179, -0.357], [-2.501, -0.943, -2.136], [1.228, -0.095, -0.668], [1.888, 1.210, -2.185], [-1.530, 0.047, -1.533], [1.258, -1.719, -6.252], [0.163, 0.198, -4.555], [1.766, -3.051, -4.418], [-1.383, 2.754, -0.806], [0.840, 2.524, 0.480], [2.156, 0.231, -1.544], [-3.045, -0.433, -3.760], [2.262, 2.555, 0.589], [-1.881, -2.460, 4.595], [-4.683, 2.756, -2.514], [2.786, -2.934, 1.512], [-1.030, 3.851, 0.007], [2.938, 1.710, 1.484], [-0.572, 3.506, -3.473], [-1.889, 1.542, 2.416], [-1.843, -2.605, -2.265], [0.258, -7.312, 2.595], [3.410, -3.758, 2.449], [-1.898, 5.076, 0.099], [-2.005, 3.224, -3.128], [5.053, 2.621, 0.733], [0.686, -0.915, -4.089], [3.549, -1.989, 0.829], [-3.113, 0.891, 3.063], [0.724, -0.587, -6.712], [2.317, 4.256, -1.292], [0.186, 0.375, -5.880], [1.252, -1.882, -4.936], [-1.216, 0.577, 1.427], [-1.056, -1.897, 5.559], [0.289, -1.697, 5.284], [0.665, 4.784, 1.609], [0.134, 3.727, 0.683], [4.910, -1.863, 1.086], [2.994, 3.409, -0.252], [0.196, -5.927, 2.490], [2.219, 0.747, 2.385], [1.422, -7.419, 0.499], [4.767, -3.630, 2.706], [-2.988, 3.313, -4.108], [-4.323, 3.084, -3.811], [-0.944, 2.025, 3.510], [-2.375, 2.890, -1.817], [0.746, -5.275, 1.390], [-3.968, -1.078, -1.111], [4.381, 3.437, -0.157], [0.813, -2.068, 4.051], [0.870, -8.060, 1.601], [-4.134, 2.324, -0.106], [-0.006, -2.630, 3.077], [5.519, -2.682, 2.024], [-1.360, -2.809, 3.358], [-3.725, 2.658, -1.510], [1.353, -6.038, 0.394], [4.327, 1.758, 1.537], [-5.192, 2.057, -0.061], [1.374, 3.810, -1.593], [1.906, -7.997, -0.279], [0.071, 2.658, -3.238], [-2.602, -3.258, -2.698], [4.935, 4.096, -0.816], [1.710, -0.027, 1.808], [-3.614, 1.580, 3.748], [-3.844, 0.572, 2.315], [-0.233, 1.295, -6.269], [-2.284, 5.224, 1.113], [1.015, 5.668, 1.067], [-3.265, 0.636, -3.725], [1.794, -5.552, -0.471], [-1.460, 2.714, 4.185], [-0.580, 1.181, 4.104], [-3.663, -1.253, -0.078], [-3.540, 1.499, 0.285], [6.579, -2.585, 2.224], [-4.605, -1.897, -1.447], [-5.725, 2.586, -2.266], [-0.272, -5.355, 3.283], [-2.749, 5.014, -0.577], [6.134, 2.646, 0.793], [0.686, -1.059, -3.014], [-1.334, 5.975, -0.162], [-2.023, -3.228, 2.606], [1.505, 4.403, 2.189], [3.086, -1.336, 0.099], [1.867, -1.913, 3.851], [1.469, 1.243, 2.996], [-2.811, 0.007, 3.631], [2.835, -4.507, 2.982], [-0.170, -7.805, 3.459], [-2.697, 3.577, -5.118], [-2.255, -0.608, -4.488], [-4.522, -0.141, -1.163], [0.922, -9.138, 1.685], [-1.462, -1.610, 6.521], [-0.104, 5.118, 2.309], [2.146, -2.993, -3.487], [-2.224, 2.430, 1.875], [-5.076, 3.164, -4.585], [-3.971, 3.167, 0.568], [2.955, 4.345, -2.172], [-3.943, -0.983, -4.046], [-1.955, -0.156, 1.071], [-0.474, 3.727, -4.537], [2.933, 0.250, 3.043], [-0.206, 4.368, -2.913], [0.935, -1.252, 6.031], [-0.441, -0.010, 1.938], [0.737, -0.449, -7.787], [2.337, -3.570, -5.067], [-2.933, -2.613, 4.801], [2.112, 5.265, -0.925], [-1.568, -2.964, -1.272], [5.239, -4.274, 3.439], [4.842, 1.104, 2.232], [-0.961, -2.619, -2.903], [5.485, -1.119, 0.550], [-0.088, 2.550, 3.088]],
  "fmax_ev_per_a": 0.906,
  "de_lowest_kj_mol": 0.0,
  "homo_ev": -6.47,
  "orbital_gap_ev": 6.8
}